{"formula": "C15H38BaF3N3O21P3", "method": "ωB97M-V/def2-TZVPD", "relative_energy_kj_mol": 253.49, "total_charge": 1, "largest_force_ha_per_bohr": 0.0583, "symbols": ["Ba", "N", "O", "O", "O", "C", "N", "O", "O", "H", "H", "H", "C", "N", "O", "O", "H", "H", "H", "C", "O", "P", "O", "O", "C", "O", "C", "H", "H", "H", "H", "H", "H", "H", "H", "H", "C", "O", "P", "O", "O", "C", "O", "C", "H", "H", "H", "H", "H", "H", "H", "H", "H", "C", "O", "P", "O", "O", "C", "O", "C", "H", "H", "H", "H", "H", "H", "H", "H", "H", "C", "C", "O", "C", "O", "C", "F", "F", "F", "H", "H", "H", "H", "H"], "coordinates": [[3.26493, -1.94822, 0.31422], [-0.02726, -0.86528, 0.82050], [0.42047, -1.48552, -0.15438], [0.73320, -0.83641, 1.78095], [-1.14668, -0.36324, 0.82835], [-1.97814, -2.31746, 3.12238], [-2.24927, -3.64034, 3.80278], [-2.73689, -4.59218, 3.22610], [-1.99724, -3.68765, 4.99075], [-1.41249, -2.58569, 2.22870], [-1.36306, -1.61939, 3.67782], [-2.91510, -1.92333, 2.73455], [-2.56732, -1.12763, -2.20529], [-3.01848, -2.48938, -2.59037], [-2.20728, -3.12813, -3.25180], [-4.12550, -2.91108, -2.31028], [-1.56667, -1.31431, -1.82526], [-3.23448, -0.76830, -1.42647], [-2.60850, -0.56075, -3.13215], [3.34442, -0.63125, -6.13741], [3.19016, -0.54666, -4.70831], [3.44344, -1.83117, -3.82438], [3.40288, -1.56088, -2.36233], [2.33140, -2.85319, -4.35867], [1.23194, -3.22603, -3.49017], [4.86703, -2.37298, -4.35823], [6.02705, -1.57424, -4.20484], [4.00970, 0.18102, -6.42590], [2.36123, -0.43801, -6.56239], [3.74299, -1.58484, -6.47648], [0.32710, -3.45140, -4.04926], [1.01445, -2.41375, -2.79752], [1.53374, -4.13374, -2.96750], [6.54302, -1.52809, -5.16399], [6.79412, -2.02238, -3.56895], [5.84341, -0.58616, -3.78236], [4.64632, 3.23147, 0.72959], [3.46389, 3.21300, -0.06161], [3.12263, 2.01484, -1.00641], [3.12531, 0.68372, -0.36336], [1.71629, 2.47861, -1.63191], [0.98512, 1.53076, -2.38731], [4.14222, 2.11439, -2.25553], [4.24675, 3.28546, -3.03700], [4.36639, 3.69573, 1.67529], [5.35975, 3.91567, 0.27190], [5.05630, 2.24614, 0.94359], [1.03305, 0.54565, -1.91790], [1.31029, 1.54555, -3.42691], [-0.07836, 1.76721, -2.34355], [3.77563, 4.21056, -2.70539], [3.94472, 3.11708, -4.07040], [5.32840, 3.43499, -3.02142], [-3.80738, 1.46597, 2.23619], [-5.15173, 1.18353, 2.61510], [-5.68832, -0.19727, 3.13259], [-7.09305, -0.02679, 3.49118], [-5.40059, -1.27369, 1.95365], [-6.13746, -1.20865, 0.73790], [-4.62917, -0.67195, 4.24202], [-5.00107, -1.60236, 5.26820], [-3.48075, 2.22437, 2.94614], [-3.69908, 1.80159, 1.20398], [-3.09861, 0.63516, 2.26308], [-7.00776, -0.56046, 0.84858], [-6.42649, -2.23690, 0.52271], [-5.66457, -0.86664, -0.18621], [-4.27522, -2.41097, 5.33159], [-5.99946, -2.02940, 5.16022], [-5.07631, -1.19012, 6.27603], [-0.33169, 3.22700, 0.89121], [0.63674, 3.16219, 2.05898], [0.12929, 2.22311, 2.98332], [0.76885, 1.89112, 4.06231], [1.90371, 2.18339, 4.34219], [-0.08355, 0.99683, 5.00525], [-0.24580, 1.64307, 6.18176], [-1.24683, 0.66548, 4.45674], [0.62702, -0.10194, 5.23266], [-0.09937, 4.08500, 0.25844], [-1.38781, 3.40539, 1.09448], [-0.22400, 2.27581, 0.37001], [0.73978, 4.15847, 2.49375], [1.63365, 2.85686, 1.74188]], "mulliken_charge": [1.84, 1.17, -0.84, -0.75, -0.38, -0.29, 0.96, -0.60, -0.55, 0.27, 0.01, 0.15, -0.10, 0.92, -0.58, -0.54, -0.14, 0.03, 0.33, -0.80, -0.19, 0.36, 0.00, -0.38, -0.23, -0.36, -0.57, 0.27, 0.28, 0.37, 0.24, -0.04, 0.28, 0.30, 0.28, 0.19, -0.86, -0.26, 0.62, -0.08, -0.29, -0.67, -0.21, -0.83, 0.28, 0.30, 0.37, 0.16, 0.32, 0.31, 0.33, 0.26, 0.32, -0.30, -0.36, 0.82, -0.74, -0.24, -0.70, -0.10, -0.70, 0.31, 0.31, 0.00, 0.34, 0.29, 0.21, 0.20, 0.37, 0.27, -0.75, -0.12, -0.09, 0.14, -0.58, 1.11, -0.27, -0.18, -0.28, 0.46, 0.32, -0.16, 0.34, 0.05]}

***

{"formula": "C15H38MgN7O7P", "method": "ωB97M-V/def2-TZVPD", "relative_energy_kj_mol": 0.00, "total_charge": 0, "largest_force_ha_per_bohr": 0.0720, "symbols": ["O", "H", "Mg", "N", "N", "N", "N", "O", "O", "O", "O", "C", "C", "C", "C", "C", "H", "H", "H", "C", "H", "H", "H", "C", "C", "H", "H", "H", "H", "H", "H", "H", "H", "C", "H", "H", "H", "O", "H", "H", "C", "N", "C", "P", "O", "N", "C", "C", "N", "C", "C", "H", "H", "H", "H", "H", "H", "H", "H", "H", "H", "H", "H", "H", "H", "H", "H", "H", "H"], "coordinates": [[-0.55167, -0.73601, -4.95985], [0.09582, -1.25168, -5.47002], [0.37082, 0.18964, -1.02477], [1.67381, -1.39756, -1.76803], [-0.83723, -1.55785, -1.60135], [0.87557, 2.31609, -0.96648], [-1.42315, 1.41153, -0.75724], [2.92746, -1.20997, -1.68457], [1.77513, 2.60662, -1.86361], [-2.67811, 0.84499, -0.60142], [-2.13942, -1.55803, -1.53200], [-0.23372, -2.71401, -1.97316], [1.17939, -2.61517, -2.13330], [-0.04532, 3.26610, -0.65651], [-1.36198, 2.72371, -0.48620], [2.03548, -3.72231, -2.63934], [1.81885, -3.92943, -3.69878], [1.84835, -4.64663, -2.07591], [3.08915, -3.44962, -2.54242], [-1.01807, -3.96564, -2.15740], [-1.85567, -3.79674, -2.84679], [-1.42896, -4.30467, -1.19372], [-0.38789, -4.76758, -2.55590], [0.28767, 4.70658, -0.59825], [-2.51842, 3.58018, -0.09839], [1.23104, 4.87032, -1.13248], [0.41448, 5.03949, 0.44454], [-0.50421, 5.31302, -1.06013], [-3.43390, 2.97821, -0.04798], [-2.66404, 4.38473, -0.83559], [-2.34466, 4.05283, 0.88085], [1.00811, 1.44812, -2.99068], [-2.53551, -0.10795, -0.95828], [-1.87050, -0.57437, -5.44533], [-2.24271, -1.55602, -5.72976], [-1.87379, 0.12256, -6.28432], [-2.43565, -0.16824, -4.61271], [0.21311, 0.81763, -3.01339], [-0.16586, -0.11749, -4.21184], [-0.55885, 1.42292, -2.93349], [3.16305, -0.78785, 2.00997], [1.98299, -0.91092, 2.86942], [1.94911, -2.13581, 3.66876], [0.56765, -0.18516, 2.36659], [0.37605, -0.33506, 0.89212], [-0.68544, -0.88529, 3.17188], [-1.81195, -1.51792, 2.49547], [-0.88213, -0.67979, 4.60320], [0.58493, 1.39540, 2.93947], [-0.70011, 2.11088, 2.99547], [1.71021, 2.24280, 2.52980], [3.96609, -1.38137, 2.46014], [3.49150, 0.25597, 1.94289], [2.97683, -1.16211, 0.99103], [2.09937, -1.92544, 4.73770], [0.98890, -2.65605, 3.54497], [2.75809, -2.79598, 3.33449], [-1.58599, -1.67849, 1.43639], [-2.02365, -2.48629, 2.97323], [-2.71203, -0.88635, 2.57401], [-0.92916, -1.65336, 5.11000], [-0.06556, -0.09396, 5.03832], [-1.83023, -0.15589, 4.78767], [-1.20120, 1.95675, 3.96179], [-0.51763, 3.18780, 2.88070], [-1.38081, 1.79418, 2.18679], [2.65067, 1.83141, 2.91038], [1.75858, 2.35299, 1.43218], [1.56687, 3.23663, 2.97112]], "nbo_charge": [-0.64, 0.55, 1.75, -0.21, -0.28, -0.20, -0.30, -0.62, -0.63, -0.61, -0.72, 0.10, 0.00, 0.05, 0.19, -0.67, 0.19, 0.21, 0.25, -0.66, 0.22, 0.23, 0.21, -0.67, -0.69, 0.26, 0.22, 0.21, 0.26, 0.23, 0.23, 0.55, 0.51, -0.25, 0.22, 0.20, 0.24, -1.01, 0.58, 0.52, -0.42, -0.82, -0.39, 2.47, -1.22, -0.82, -0.41, -0.41, -0.81, -0.41, -0.42, 0.20, 0.20, 0.24, 0.19, 0.21, 0.21, 0.26, 0.19, 0.19, 0.19, 0.22, 0.19, 0.20, 0.20, 0.21, 0.21, 0.21, 0.20]}

***

{"formula": "C15H38N3O7", "method": "ωB97M-V/def2-TZVPD", "relative_energy_kj_mol": 25.11, "total_charge": -1, "largest_force_ha_per_bohr": 0.1489, "symbols": ["O", "C", "O", "O", "H", "C", "O", "C", "C", "N", "C", "C", "O", "C", "H", "H", "H", "H", "H", "H", "H", "H", "H", "H", "H", "H", "H", "H", "H", "C", "C", "C", "O", "C", "N", "H", "H", "H", "H", "H", "H", "H", "H", "H", "H", "H", "C", "C", "C", "O", "C", "N", "H", "H", "H", "H", "H", "H", "H", "H", "H", "H", "H"], "coordinates": [[1.10255, 0.27101, 2.33216], [1.74221, 1.22368, 1.78440], [1.21664, 1.61979, 0.68609], [2.70581, 1.78941, 2.27991], [0.47925, 0.04922, 1.63653], [-2.49205, -1.84439, 2.86528], [-2.02509, -1.78196, 1.48559], [-2.21697, -0.62238, 0.79564], [-1.39735, -0.77811, -0.45399], [-1.74965, -1.88623, -1.42489], [-0.98397, -1.64317, -2.67478], [-1.33841, -2.73225, -3.67637], [-0.69653, -2.82045, -4.85328], [0.70460, -3.14684, -4.88408], [-2.04269, -2.72766, 3.31915], [-3.57451, -1.75123, 2.95303], [-2.01099, -1.05230, 3.43909], [-1.79328, 0.18948, 1.38681], [-3.29095, -0.51835, 0.64121], [-0.47857, -1.18405, -0.03072], [-1.35955, 0.20129, -0.93090], [-1.29231, -2.70631, -1.05286], [0.06726, -1.64873, -2.38672], [-1.26532, -0.61492, -2.90205], [-2.40615, -2.66761, -3.88574], [-1.31252, -3.73743, -3.25561], [1.01105, -2.40929, -5.62584], [0.69815, -4.16734, -5.26701], [1.29576, -3.16956, -3.96859], [3.17767, -0.31722, -2.93829], [2.91787, 1.16399, -3.32128], [1.81493, 1.38434, -4.35392], [1.42108, 2.68275, -4.65177], [1.15862, 2.87265, -6.09129], [2.47471, 1.73557, -2.03197], [3.67191, -0.37266, -1.96837], [3.94696, -0.71565, -3.59977], [2.26820, -0.90896, -2.83428], [3.78377, 1.74306, -3.64216], [0.89498, 0.89804, -4.02943], [2.17237, 0.88983, -5.25714], [0.81801, 3.88374, -6.31437], [0.32047, 2.25895, -6.42143], [2.14095, 2.70370, -6.53242], [3.32081, 1.68120, -1.48310], [1.89039, 1.07803, -1.53568], [-0.48497, 0.17147, 6.80532], [-0.40206, 0.08301, 5.28950], [-0.83813, 1.42635, 4.59960], [-2.20585, 1.60732, 4.89159], [-2.77053, 2.78668, 4.48070], [1.02894, -0.08416, 5.00861], [0.02290, 1.08535, 7.11354], [-0.13568, -0.63644, 7.44828], [-1.54564, 0.13990, 7.05447], [-0.98329, -0.80784, 5.05144], [-0.73042, 1.37028, 3.51638], [-0.13372, 2.20516, 4.89177], [-2.55820, 3.14686, 3.47409], [-2.28199, 3.46901, 5.17629], [-3.84785, 2.74403, 4.64095], [1.27366, -0.02900, 4.03026], [1.10278, -1.07265, 5.20239]], "nbo_charge": [-0.74, 0.92, -0.88, -0.76, 0.50, -0.26, -0.56, -0.06, -0.25, -0.62, -0.24, -0.06, -0.54, -0.27, 0.19, 0.17, 0.18, 0.17, 0.16, 0.18, 0.22, 0.34, 0.16, 0.20, 0.19, 0.14, 0.20, 0.17, 0.18, -0.63, -0.08, -0.05, -0.54, -0.25, -0.80, 0.22, 0.19, 0.21, 0.18, 0.16, 0.14, 0.19, 0.17, 0.17, 0.34, 0.37, -0.61, -0.06, -0.08, -0.55, -0.24, -0.85, 0.21, 0.20, 0.20, 0.15, 0.19, 0.19, 0.17, 0.16, 0.18, 0.40, 0.33]}